Below is an isolated molecule of C20H25N3O3S2 at a distorted geometry, with properties calculated with the ωB97M-V functional and the def2-TZVPD basis.

Each atom is followed by the atoms it is bonded to, with distances in Å.
Positions of all 53 atoms, in Å:
1 C 5.7146 -1.7420 0.3055  C2 1.526, H51 1.087, H52 1.087, H53 1.087
2 C 5.0868 -2.5242 -0.8445  C1 1.526, O3 1.413, H49 1.097, H50 1.094
3 O 4.0826 -3.4196 -0.4111  C2 1.413, C4 1.361
4 C 2.8717 -2.9396 -0.0176  O3 1.361, C5 1.391, C9 1.397
5 C 2.4324 -1.6267 -0.1543  C4 1.391, C6 1.383, H48 1.078
6 C 1.1684 -1.2619 0.2716  C5 1.383, C7 1.388, H47 1.078
7 C 0.3236 -2.1943 0.8581  C6 1.388, C8 1.393, N12 1.402
8 C 0.7491 -3.5161 0.9682  C7 1.393, C9 1.377, H11 1.081
9 C 2.0040 -3.8829 0.5373  C4 1.397, C8 1.377, H10 1.078
10 H 2.3432 -4.9027 0.6239  C9 1.078
11 H 0.0921 -4.2569 1.4016  C8 1.081
12 N -0.9738 -1.8588 1.2707  C7 1.402, C13 1.363, H46 1.011
13 C -1.3612 -0.7030 1.8799  N12 1.363, N14 1.373, S45 1.652
14 N -2.7173 -0.5189 1.9923  C13 1.373, C15 1.452, C37 1.454
15 C -3.1814 0.7528 2.5180  N14 1.452, H16 1.091, C17 1.529, H44 1.090
16 H -4.2143 0.6233 2.8449  C15 1.091
17 C -3.0825 1.8223 1.4303  C15 1.529, N18 1.451, H42 1.100, H43 1.090
18 N -3.7810 1.4012 0.2308  C17 1.451, S19 1.687, C36 1.446
19 S -3.7136 2.5542 -0.9988  N18 1.687, O20 1.433, O21 1.430, C22 1.788
20 O -4.4357 2.0127 -2.1114  S19 1.433
21 O -4.1344 3.7990 -0.4337  S19 1.430
22 C -1.9645 2.6017 -1.3667  S19 1.788, C23 1.384, C27 1.382
23 C -1.1403 3.4229 -0.6179  C22 1.384, C24 1.383, H35 1.079
24 C 0.2315 3.2950 -0.7351  C23 1.383, C25 1.393, H34 1.080
25 C 0.7866 2.3431 -1.5873  C24 1.393, C26 1.390, C30 1.497
26 C -0.0600 1.5496 -2.3533  C25 1.390, C27 1.385, H29 1.080
27 C -1.4353 1.6733 -2.2427  C22 1.382, C26 1.385, H28 1.079
28 H -2.1068 1.0704 -2.8342  C27 1.079
29 H 0.3576 0.8178 -3.0295  C26 1.080
30 C 2.2734 2.1877 -1.6651  C25 1.497, H31 1.087, H32 1.089, H33 1.089
31 H 2.5471 1.3846 -2.3443  C30 1.087
32 H 2.7316 3.1117 -2.0151  C30 1.089
33 H 2.6782 1.9715 -0.6774  C30 1.089
34 H 0.8819 3.9247 -0.1467  C24 1.080
35 H -1.5874 4.1545 0.0364  C23 1.079
36 C -3.4446 0.0748 -0.2353  N18 1.446, C37 1.530, H40 1.104, H41 1.090
37 C -3.5901 -0.9339 0.9062  N14 1.454, C36 1.530, H38 1.092, H39 1.090
38 H -4.6150 -0.9347 1.2819  C37 1.092
39 H -3.3467 -1.9331 0.5463  C37 1.090
40 H -2.4033 0.0286 -0.5978  C36 1.104
41 H -4.1196 -0.1493 -1.0616  C36 1.090
42 H -2.0158 1.9964 1.2279  C17 1.100
43 H -3.5405 2.7576 1.7504  C17 1.090
44 H -2.5589 1.0365 3.3669  C15 1.090
45 S -0.2667 0.3561 2.5208  C13 1.652
46 H -1.6157 -2.6384 1.3184  N12 1.011
47 H 0.8429 -0.2415 0.1482  C6 1.078
48 H 3.0591 -0.8709 -0.5995  C5 1.078
49 H 4.6959 -1.8445 -1.6123  C2 1.097
50 H 5.8381 -3.1686 -1.3095  C2 1.094
51 H 6.1357 -2.4319 1.0323  C1 1.087
52 H 6.5064 -1.1025 -0.0748  C1 1.087
53 H 4.9724 -1.1270 0.8085  C1 1.087

Properties
HOMO: -7.916 eV
SMILES: CCOc1ccc(NC(=S)N2CCN(S(=O)(=O)c3ccc(C)cc3)CC2)cc1
largest force on an atom: 0.02118 hartree/bohr
total energy: -53428.8440 eV
energy above the lowest of the compared OMol25 structures with the same formula, charge and spin: 0.7823 eV
E_LUMO: 0.0174 hartree